This record from the OMol25 dataset describes C6H14O3Sm as an isolated structure in a non-equilibrium geometry. The level of theory is ωB97M-V/def2-TZVPD.

```
24
Properties=species:S:1:pos:R:3
H -0.6690 0.2174 0.2192
C -0.7582 -0.8614 -2.1132
O -1.8548 -0.2814 -1.5277
C -2.4086 -0.9260 -0.3899
H -0.9321 -1.8671 -2.5284
H -0.2242 -0.1210 -2.7196
H -3.4736 -0.6600 -0.3272
H -2.3426 -1.9671 -0.7663
Sm 0.8892 -1.3663 -0.4190
C -2.0310 -1.6623 1.2953
O -0.6703 -2.0606 1.2814
C -0.1567 -2.6831 2.4750
C 0.5569 -1.7260 3.3980
O -0.3588 -0.8437 3.9852
C 0.2286 0.3466 4.4510
H -2.5908 -2.6002 1.2134
H -2.2585 -0.8977 2.0416
H 0.5544 -3.4394 2.1196
H -0.9968 -3.1749 2.9834
H 1.3420 -1.1777 2.8430
H 1.0723 -2.3260 4.1707
H -0.5687 0.9740 4.8655
H 0.9829 0.1384 5.2287
H 0.7146 0.8996 3.6292
```

Computed properties:
Multiplicity: 8
Gap between HOMO and LUMO (spin up / spin down) (eV): 6.7142 / 5.5684
⟨S²⟩: 15.762
E (Eh): -1120.14870
Total charge: +1

Here are the Mulliken charges for atoms 1 to 5, given in e: atom 1 (H): -0.16, atom 2 (C): -0.81, atom 3 (O): -0.15, atom 4 (C): -0.58, atom 5 (H): 0.44

This record from the OMol25 dataset describes a 2-piece molecular cluster, C8H9NO2S2 overall in a non-equilibrium geometry. The level of theory is ωB97M-V/def2-TZVPD.

```
22
Properties=species:S:1:pos:R:3
C 0.8568 1.7512 -0.6402
C -1.1205 -1.6385 1.4886
C -0.7223 -1.6694 0.1197
C -2.2221 -0.9447 1.6817
C -1.6169 -1.0179 -0.7282
C 2.3459 0.3388 0.8590
C 2.6454 2.8824 0.3969
C 2.0444 1.7106 0.1871
N -0.0256 1.7923 -1.3860
O -0.6193 -1.5723 -3.0882
O -2.9829 -1.4961 -2.9942
S -2.9051 -0.3457 0.1517
S -1.5914 -0.7182 -2.5728
H -0.5832 -2.1783 2.2827
H 0.2772 -2.1762 -0.0990
H -2.9974 -0.8371 2.4676
H 3.2744 0.5965 1.2638
H 1.5898 0.3425 1.7698
H 2.2830 -0.4926 0.2656
H -3.6760 -0.9462 -2.6440
H 3.4402 2.8509 1.1566
H 2.3055 3.7682 0.0617
```

Computed properties:
Multiplicity: 1
Gap between HOMO and LUMO (eV): 9.6215
E (Eh): -1311.72769
ΔE to the lowest compared entry with this formula, charge and spin (kcal per mole): 24.1

Here are the Mulliken charges for atoms 1 to 5, given in e: atom 1 (C): 0.15, atom 2 (C): -0.56, atom 3 (C): -0.24, atom 4 (C): -0.29, atom 5 (C): 0.09

This record from the OMol25 dataset describes a 2-piece molecular cluster, C2H7N2O overall in a non-equilibrium geometry. The level of theory is ωB97M-V/def2-TZVPD.

```
12
Properties=species:S:1:pos:R:3
N -0.3750 1.5731 -0.5442
C 0.5299 0.8187 0.2853
N 1.6722 0.5081 -0.2536
H -1.2126 1.0324 -0.6971
H 0.0834 1.8355 -1.4092
H 0.3620 1.0941 1.3244
H 2.3566 0.3273 0.4797
C -0.8426 -1.9349 0.0440
O -0.8707 -0.6561 0.5326
H -1.7536 -2.5037 0.2969
H -0.7571 -1.9646 -1.0652
H 0.0192 -2.5424 0.3995
```

Computed properties:
Multiplicity: 1
Gap between HOMO and LUMO (eV): 7.6386
E (Eh): -265.11409
ΔE to the lowest compared entry with this formula, charge and spin (kcal per mole): 29.0
Total charge: -1

Here are the Mulliken charges for atoms 1 to 5, given in e: atom 1 (N): -0.67, atom 2 (C): 0.37, atom 3 (N): -0.84, atom 4 (H): 0.25, atom 5 (H): 0.25

This record from the OMol25 dataset describes C4H9ClN2S in the gas phase in a non-equilibrium geometry. The level of theory is ωB97M-V/def2-TZVPD.

```
17
Properties=species:S:1:pos:R:3
C -1.9747 1.2441 1.1288
N -1.5083 0.1312 1.9573
C -0.4105 -0.4702 1.9626
N 0.8148 -0.3385 1.2818
S 1.2343 0.8876 0.2382
C 0.6464 0.2708 -1.3696
C 1.4152 -0.9422 -1.8758
Cl 0.8606 -1.4491 -3.5019
H -1.2004 1.9210 0.7885
H -2.5089 0.8311 0.3114
H -2.6356 1.8424 1.7000
H -0.3311 -1.2519 2.6832
H 1.3598 -1.2120 1.1843
H 0.8032 1.1505 -2.0050
H -0.3641 -0.1113 -1.3555
H 1.3105 -1.7988 -1.1887
H 2.4887 -0.7049 -1.9396
```

Computed properties:
SMILES string: C/N=C\NSCCCl
Multiplicity: 1
Gap between HOMO and LUMO (eV): 9.5218
E (Eh): -1125.65970
ΔE to the lowest compared entry with this formula, charge and spin (kcal per mole): 9.0

Here are the Mulliken charges for atoms 1 to 5, given in e: atom 1 (C): -0.74, atom 2 (N): -0.47, atom 3 (C): 0.02, atom 4 (N): -0.27, atom 5 (S): -0.08

Question: multiplicity of number 2 (C8H9NO2S2)?
Answer: 1

Question: Among the records above, which one has the lowest E?
Answer: C8H9NO2S2

What did the fourth record say?
This record from the OMol25 dataset describes C4H9ClN2S in the gas phase in a non-equilibrium geometry. The level of theory is ωB97M-V/def2-TZVPD.

```
17
Properties=species:S:1:pos:R:3
C -1.9747 1.2441 1.1288
N -1.5083 0.1312 1.9573
C -0.4105 -0.4702 1.9626
N 0.8148 -0.3385 1.2818
S 1.2343 0.8876 0.2382
C 0.6464 0.2708 -1.3696
C 1.4152 -0.9422 -1.8758
Cl 0.8606 -1.4491 -3.5019
H -1.2004 1.9210 0.7885
H -2.5089 0.8311 0.3114
H -2.6356 1.8424 1.7000
H -0.3311 -1.2519 2.6832
H 1.3598 -1.2120 1.1843
H 0.8032 1.1505 -2.0050
H -0.3641 -0.1113 -1.3555
H 1.3105 -1.7988 -1.1887
H 2.4887 -0.7049 -1.9396
```

Computed properties:
SMILES string: C/N=C\NSCCCl
Multiplicity: 1
Gap between HOMO and LUMO (eV): 9.5218
E (Eh): -1125.65970
ΔE to the lowest compared entry with this formula, charge and spin (kcal per mole): 9.0

Here are the Mulliken charges for atoms 1 to 5, given in e: atom 1 (C): -0.74, atom 2 (N): -0.47, atom 3 (C): 0.02, atom 4 (N): -0.27, atom 5 (S): -0.08